{"formula": "C21H51BrIN3NbO10P4S", "method": "ωB97M-V with the def2-TZVPD basis set", "largest_force_ev_per_a": 9.31, "orbital_gap_ev": 2.515, "charge": -1, "species": ["I", "Nb", "Br", "S", "P", "P", "P", "P", "O", "O", "O", "O", "O", "O", "O", "O", "O", "O", "N", "N", "N", "C", "C", "C", "C", "C", "C", "C", "C", "C", "C", "C", "C", "C", "C", "C", "C", "C", "C", "C", "C", "C", "H", "H", "H", "H", "H", "H", "H", "H", "H", "H", "H", "H", "H", "H", "H", "H", "H", "H", "H", "H", "H", "H", "H", "H", "H", "H", "H", "H", "H", "H", "H", "H", "H", "H", "H", "H", "H", "H", "H", "H", "H", "H", "H", "H", "H", "H", "H", "H", "H", "H", "H"], "coordinates": [[-1.318, 3.328, 0.372], [-3.282, -1.650, -0.996], [-4.324, -4.070, -1.352], [-6.399, -2.104, -3.670], [-4.083, -1.778, 1.497], [-1.160, -2.802, -0.191], [3.367, 4.213, -1.442], [4.338, 1.728, 4.094], [4.785, 3.974, -2.367], [4.565, 3.309, 4.492], [-8.310, -1.908, -1.782], [3.390, 5.831, -1.753], [2.149, 4.431, -0.277], [4.414, 1.576, 2.602], [2.648, 1.944, 4.061], [-0.465, -4.530, -2.904], [6.004, 1.392, 4.293], [2.467, 3.531, -2.425], [-7.642, -4.088, -2.022], [-4.854, -0.445, 1.989], [-8.600, -4.014, -1.042], [-1.433, -4.041, 1.187], [1.627, -2.329, -0.247], [-2.376, 0.395, -0.614], [-0.558, 2.116, -1.242], [-1.248, -2.199, -3.555], [6.436, 0.737, 5.496], [-5.296, -0.663, -1.398], [-5.715, -0.534, -2.913], [1.970, 1.827, 5.318], [2.605, 4.781, 1.034], [5.083, 3.654, 5.772], [4.517, 6.611, -1.377], [-0.928, -5.461, 0.632], [0.244, -1.614, 0.174], [-7.484, -2.828, -2.432], [-1.172, -3.758, -3.888], [0.833, -4.902, -3.332], [6.033, 3.806, -1.679], [-2.708, -1.689, -3.191], [-8.965, -2.731, -0.900], [-1.621, 1.057, -1.833], [-1.006, 0.360, -2.449], [-6.598, 0.172, -2.940], [6.567, 2.966, -2.127], [0.133, -5.439, 0.288], [-0.599, -3.877, -4.858], [-2.186, -4.193, -4.061], [7.132, -0.060, 5.226], [-1.757, 0.319, 0.320], [-2.493, -4.198, 1.490], [2.259, 2.642, 5.987], [0.816, -5.621, -4.205], [5.600, 0.302, 6.046], [-9.715, -2.469, -0.131], [0.898, 1.881, 5.138], [0.389, 1.567, -0.995], [0.167, -0.726, -0.513], [-2.356, 1.675, -2.404], [5.890, 3.605, -0.616], [-2.973, -2.009, 2.378], [-0.287, 2.793, -2.098], [4.174, 7.592, -1.050], [2.200, 0.866, 5.785], [-0.994, -1.704, -4.545], [0.356, -1.324, 1.248], [1.750, 4.787, 1.708], [-1.142, -6.261, 1.393], [-5.234, 0.384, -0.980], [-1.587, -5.683, -0.257], [1.485, -3.428, -0.425], [4.900, 2.869, 6.510], [-4.981, -2.896, 1.588], [1.288, -5.486, -2.477], [2.419, -2.181, 0.539], [5.080, 6.147, -0.563], [3.060, 5.777, 1.029], [-3.430, -2.370, -3.732], [-0.436, -1.867, -2.857], [-0.759, -3.796, 2.058], [-4.948, -0.077, -3.582], [-2.816, -0.676, -3.690], [3.329, 4.045, 1.389], [2.005, -1.915, -1.227], [1.529, -4.035, -3.507], [-4.864, 0.230, 1.222], [-6.100, -1.166, -0.786], [6.962, 1.447, 6.135], [-3.236, 1.075, -0.347], [6.645, 4.702, -1.800], [6.157, 3.836, 5.689], [5.169, 6.744, -2.244], [4.603, 4.571, 6.111]], "atomic_forces_ev_per_a": [[0.44, -0.21, -0.43], [0.81, -0.03, -1.96], [0.51, 0.38, 0.35], [0.03, -0.51, 0.25], [-0.78, 0.97, -0.35], [-1.39, 1.04, 0.59], [-5.43, 1.93, -6.77], [1.16, 4.96, -7.80], [0.49, -0.57, 3.42], [-0.48, -0.49, 1.10], [-0.21, -2.05, 0.84], [0.55, 0.00, 1.05], [3.05, -1.28, 1.19], [-0.14, -0.71, 0.84], [1.04, -2.20, 2.66], [0.22, -0.01, -0.74], [-1.92, -1.59, 2.62], [0.78, -0.37, 0.97], [0.17, 3.02, -0.83], [0.10, 0.11, -0.04], [-1.14, 2.49, 0.52], [1.94, -1.48, 0.05], [-0.03, 0.07, -0.14], [-0.51, -0.41, -0.37], [0.24, -0.88, -2.32], [-0.35, -0.03, -1.51], [0.56, -0.07, 0.02], [-0.17, 0.30, 0.63], [-1.70, 0.67, 1.44], [-0.30, 0.18, 0.16], [-0.02, 0.14, 0.37], [0.28, 0.11, -0.12], [0.03, 0.00, -0.33], [-1.33, 0.37, -0.22], [1.63, -0.80, -0.19], [0.45, 0.26, 0.05], [0.71, 0.66, -0.41], [0.57, -0.82, 0.89], [0.41, -0.09, -0.29], [0.19, -0.20, -0.81], [0.76, -2.90, -0.36], [0.53, 1.36, 2.35], [-0.73, 0.53, 0.25], [0.91, -0.61, -0.10], [-0.09, 0.02, 0.08], [-0.80, -0.09, 0.45], [-0.67, 0.17, 0.81], [0.69, 0.37, 0.47], [-0.12, 0.02, 0.00], [-0.29, 0.13, -0.92], [0.80, 0.64, -0.23], [-0.04, 0.00, 0.04], [-0.02, 0.92, 0.54], [0.14, -0.09, 0.11], [0.78, 0.55, -0.92], [0.09, 0.00, -0.10], [-0.95, 0.78, 0.45], [-0.37, -0.74, 1.02], [0.58, -0.90, 0.00], [0.19, -0.06, 0.00], [-0.55, -0.61, 0.06], [-0.13, -0.29, 1.19], [-0.08, -0.06, 0.03], [-0.21, 0.03, 0.08], [-0.10, -0.41, 0.97], [-0.46, 0.08, -0.88], [-0.03, -0.05, -0.15], [0.53, 0.66, -0.62], [-0.17, -0.89, -0.45], [0.85, 0.09, 0.75], [0.16, 0.90, 0.31], [0.06, 0.12, 0.12], [0.71, -0.12, 0.58], [-0.48, 0.59, -0.78], [-0.72, -0.13, -0.82], [0.10, 0.17, 0.00], [-0.02, 0.03, 0.03], [0.61, 0.69, 0.45], [-0.72, -0.58, -0.35], [-1.01, 0.00, -0.60], [-0.45, -0.97, 0.34], [-0.02, -0.84, 0.66], [-0.11, 0.04, 0.25], [-0.33, -0.33, 1.03], [-0.75, -0.58, -0.15], [-0.04, -0.16, 0.28], [0.66, 0.56, -0.78], [-0.06, -0.02, 0.08], [0.84, -0.72, -0.18], [0.01, 0.01, 0.08], [0.01, -0.08, 0.11], [0.11, -0.03, 0.09], [-0.08, -0.05, -0.06]]}


{"formula": "C21H51FN6O6Si", "method": "ωB97M-V with the def2-TZVPD basis set", "largest_force_ev_per_a": 0.38, "orbital_gap_ev": 9.239, "species": ["Si", "F", "O", "O", "O", "O", "O", "O", "N", "N", "N", "N", "N", "N", "C", "C", "C", "C", "C", "C", "C", "C", "C", "C", "C", "C", "C", "C", "C", "C", "C", "C", "C", "C", "C", "H", "H", "H", "H", "H", "H", "H", "H", "H", "H", "H", "H", "H", "H", "H", "H", "H", "H", "H", "H", "H", "H", "H", "H", "H", "H", "H", "H", "H", "H", "H", "H", "H", "H", "H", "H", "H", "H", "H", "H", "H", "H", "H", "H", "H", "H", "H", "H", "H", "H", "H"], "coordinates": [[4.432, -3.672, -1.877], [1.787, -3.488, -1.538], [-5.858, 0.262, 0.853], [-1.541, 1.147, 5.383], [7.002, -3.678, -3.799], [3.461, -0.021, -6.220], [-3.291, 3.848, 0.230], [0.924, -0.527, 1.880], [-5.488, 4.377, 0.273], [-6.500, -0.254, 2.967], [0.263, 0.875, 6.725], [-1.145, 0.305, 1.471], [1.422, -0.850, -5.676], [7.449, -1.772, -4.950], [-6.864, 3.933, 0.225], [-2.410, 0.786, 1.996], [-0.902, 0.357, 0.040], [2.279, -0.185, -6.469], [6.114, -1.233, -4.719], [0.848, 0.959, 8.044], [0.022, -0.996, -6.005], [2.898, -1.553, -0.667], [1.933, -1.443, -4.452], [8.398, -0.991, -5.710], [-6.205, -1.664, 2.767], [7.767, -2.970, -4.431], [-6.287, 0.588, 1.946], [-5.185, 5.793, 0.383], [-4.461, 3.507, 0.209], [-1.004, 1.245, 6.472], [2.954, -3.053, -0.865], [-6.994, 0.199, 4.250], [-0.180, -0.165, 2.268], [3.822, -1.068, 0.447], [1.047, 0.354, 5.616], [0.538, -0.496, 5.164], [-7.147, 1.276, 4.210], [2.705, -2.178, -4.674], [1.119, -1.933, -3.924], [-0.614, -0.550, -5.238], [2.018, 0.030, 5.981], [5.658, -3.219, -1.191], [-6.805, -2.076, 1.956], [-7.411, 4.215, 1.129], [0.109, 1.363, 8.734], [-6.864, 2.847, 0.132], [1.153, -0.026, 8.404], [9.337, -1.539, -5.775], [-2.570, 1.827, 1.717], [-4.608, 6.001, 1.284], [6.023, -0.273, -5.217], [1.184, 1.108, 4.841], [2.373, -0.685, -3.803], [-4.599, 6.134, -0.470], [8.593, -0.028, -5.235], [8.035, -0.805, -6.723], [-0.175, -0.493, -6.950], [-5.155, -1.808, 2.511], [1.721, 1.614, 8.052], [3.120, -1.041, -1.611], [3.308, -1.116, 1.408], [5.939, -1.112, -3.649], [5.346, -1.895, -5.114], [-7.944, -0.277, 4.499], [-7.390, 4.348, -0.636], [2.929, -3.546, 0.114], [1.869, -1.299, -0.393], [-2.385, 0.724, 3.084], [-0.035, 0.979, -0.186], [-0.712, -0.640, -0.360], [-0.478, -0.196, 3.326], [-1.781, 0.780, -0.440], [-4.782, 2.455, 0.122], [4.739, -1.663, 0.506], [-6.279, -0.016, 5.046], [-6.426, -2.197, 3.688], [-1.524, 1.651, 7.357], [-6.122, 6.345, 0.419], [1.804, 0.214, -7.381], [-6.507, 1.641, 2.199], [-3.245, 0.190, 1.617], [8.814, -3.259, -4.623], [4.418, -5.150, -1.933], [4.119, -0.030, 0.297], [-0.254, -2.047, -6.109], [4.334, -3.097, -3.228]], "atomic_forces_ev_per_a": [[0.19, -0.07, 0.03], [-0.19, 0.05, -0.17], [-0.09, 0.02, -0.02], [-0.03, 0.03, 0.05], [0.08, 0.05, -0.02], [-0.09, -0.05, -0.06], [-0.03, -0.10, 0.06], [-0.09, -0.03, 0.09], [-0.12, 0.09, 0.06], [-0.03, -0.22, 0.02], [0.09, -0.02, -0.11], [-0.11, 0.03, -0.18], [-0.03, -0.06, 0.11], [-0.13, 0.10, 0.01], [0.08, -0.09, -0.05], [-0.02, -0.08, 0.11], [-0.05, 0.06, -0.03], [0.12, 0.13, 0.01], [0.10, -0.04, -0.01], [-0.02, 0.06, 0.03], [0.00, 0.01, -0.06], [-0.27, 0.23, -0.09], [-0.06, 0.00, 0.04], [0.06, -0.02, 0.00], [-0.02, -0.01, 0.06], [-0.04, -0.07, 0.07], [0.22, 0.24, -0.05], [-0.07, 0.02, 0.00], [0.15, 0.00, -0.13], [-0.05, -0.02, 0.01], [0.18, -0.22, 0.26], [0.01, 0.04, 0.00], [0.14, -0.06, 0.07], [0.12, -0.07, 0.14], [0.02, -0.09, 0.04], [0.04, -0.04, 0.01], [-0.01, 0.01, 0.03], [0.03, -0.05, -0.01], [0.02, -0.01, 0.02], [0.02, 0.02, 0.02], [0.01, 0.03, 0.03], [0.03, 0.02, -0.03], [-0.02, 0.02, -0.01], [0.04, 0.00, 0.02], [0.01, 0.00, 0.03], [-0.09, -0.02, 0.00], [-0.02, -0.02, -0.02], [0.02, 0.02, -0.02], [0.02, 0.05, -0.07], [0.00, -0.02, 0.01], [-0.02, 0.02, 0.00], [0.01, 0.02, 0.00], [-0.02, 0.03, -0.04], [0.00, -0.02, -0.02], [-0.01, -0.01, 0.03], [-0.02, -0.02, -0.01], [-0.03, 0.00, -0.01], [0.02, 0.03, 0.01], [0.00, 0.01, -0.03], [0.02, -0.06, 0.05], [0.05, -0.09, -0.04], [-0.03, 0.02, 0.00], [0.01, -0.04, -0.03], [-0.01, -0.01, -0.03], [0.02, 0.03, -0.02], [-0.02, 0.06, 0.01], [0.06, 0.04, -0.06], [-0.01, -0.01, 0.00], [0.01, 0.02, 0.02], [-0.01, -0.02, 0.03], [-0.02, 0.07, -0.01], [0.01, 0.02, -0.03], [0.02, -0.01, 0.04], [-0.04, 0.06, -0.03], [0.03, -0.01, -0.02], [0.00, -0.03, 0.00], [-0.02, -0.02, -0.02], [0.00, 0.03, 0.00], [0.02, 0.00, 0.00], [-0.07, -0.02, 0.02], [0.03, 0.01, -0.02], [-0.02, -0.04, -0.04], [-0.03, 0.04, -0.02], [-0.04, 0.01, -0.04], [0.03, -0.02, 0.00], [-0.09, 0.02, 0.02]]}